Density functional theory data (ωB97M-V with the def2-TZVPD basis set) for 11 unconnected molecules or ions with the total composition C15H52N8O11.

* max |F|: 0.18675 hartree/bohr
* SMILES string: NC(N)=O.NC(N)=O.NC(N)=O.NC(N)=O.CCO.CCO.CCO.CCO.CO.CO.CO
* lowest unoccupied orbital energy: 0.3 eV
* electronic energy: -1868.258516 hartree
* frontier orbital gap: 0.34511 Eh
* ΔE to the lowest compared entry with this formula, charge and spin: 35.6 kcal per mole
* spin multiplicity: 1
* net charge: 0

Geometry (Å):
N (-4.894, -1.817, 1.844)
C (-3.810, -2.435, 2.086)
N (-2.806, -2.001, 1.395)
O (-3.782, -3.570, 2.797)
H (-5.810, -2.216, 2.159)
H (-4.850, -1.041, 1.128)
H (-1.906, -2.509, 1.504)
H (-2.702, -1.004, 0.999)
N (-2.069, 0.366, -0.527)
C (-2.868, 1.128, 0.172)
N (-4.110, 0.651, 0.261)
O (-2.493, 2.226, 0.908)
H (-1.064, 0.465, -0.603)
H (-2.387, -0.460, -1.053)
H (-4.825, 1.337, 0.650)
H (-4.565, 0.132, -0.485)
N (0.266, 2.936, 1.943)
C (0.951, 2.721, 3.022)
N (1.085, 3.871, 3.535)
O (1.121, 1.447, 3.582)
H (-0.027, 2.065, 1.445)
H (-0.306, 3.769, 1.622)
H (1.312, 4.061, 4.543)
H (1.105, 4.585, 2.896)
N (-0.608, -5.821, 0.156)
C (-1.019, -5.001, 1.060)
N (-2.014, -5.421, 1.794)
O (-0.683, -3.659, 1.005)
H (-0.875, -6.745, 0.309)
H (0.271, -5.530, -0.260)
H (-2.299, -6.387, 1.880)
H (-2.491, -4.742, 2.395)
C (-1.041, 3.279, -2.648)
C (-0.054, 4.202, -2.128)
O (1.190, 4.176, -2.776)
H (-0.792, 2.248, -2.645)
H (-1.218, 3.688, -3.642)
H (-2.009, 3.473, -2.089)
H (0.083, 3.926, -1.106)
H (-0.620, 5.193, -2.264)
H (1.391, 3.259, -2.925)
C (-1.262, -1.010, 4.533)
C (-1.993, 0.309, 4.087)
O (-3.284, 0.346, 4.746)
H (-1.766, -1.958, 4.191)
H (-1.139, -0.967, 5.618)
H (-0.227, -1.128, 4.074)
H (-2.126, 0.318, 3.010)
H (-1.355, 1.186, 4.319)
H (-3.817, -0.426, 4.567)
C (3.219, -2.572, -2.964)
C (3.014, -3.283, -4.281)
O (1.914, -2.806, -5.044)
H (2.455, -2.666, -2.256)
H (3.422, -1.531, -3.218)
H (4.157, -2.836, -2.392)
H (2.773, -4.378, -4.190)
H (3.913, -3.252, -4.820)
H (2.246, -2.631, -5.943)
C (0.781, -0.717, 1.137)
C (1.647, 0.024, 0.130)
O (0.708, 0.862, -0.518)
H (1.424, -1.557, 1.657)
H (-0.164, -1.139, 0.664)
H (0.310, -0.113, 1.933)
H (2.012, -0.800, -0.564)
H (2.500, 0.454, 0.623)
H (1.164, 1.575, -0.920)
C (3.483, 4.026, 0.704)
O (2.394, 3.436, 0.128)
H (3.290, 4.855, 1.383)
H (4.092, 4.445, -0.022)
H (4.035, 3.264, 1.232)
H (1.701, 3.452, 0.780)
C (0.101, -0.774, -2.972)
O (0.990, -0.451, -4.002)
H (-0.720, -1.454, -3.328)
H (-0.429, 0.096, -2.475)
H (0.651, -1.305, -2.167)
H (1.398, -1.276, -4.326)
C (3.782, 1.311, -2.435)
O (2.480, 1.785, -2.677)
H (3.718, 0.463, -1.807)
H (4.251, 2.051, -1.854)
H (4.427, 1.002, -3.299)
H (2.093, 0.955, -2.949)

Cartesian forces (eV/Å) of the 3 atoms listed first:
-6.180 2.899 -0.819
1.308 -6.611 2.643
4.455 2.481 -1.556

Charges obtained by Mulliken population analysis, quoted in units of e: number 1, N, carries -0.27; number 2, C, carries 0.66; number 3, N, carries 0.03; number 4, O, carries -0.87; number 5, H, carries 0.25; number 6, H, carries 0.28; number 7, H, carries 0.07; number 8, H, carries 0.09; number 9, N, carries 0.38; number 10, C, carries 0.09; number 11, N, carries -0.39; number 12, O, carries -0.67; number 13, H, carries -0.78; number 14, H, carries 0.31; number 15, H, carries 0.27; number 16, H, carries 0.34; number 17, N, carries -0.15; number 18, C, carries 0.51; number 19, N, carries -0.27; number 20, O, carries -0.66; number 21, H, carries -0.49; number 22, H, carries 0.27; number 23, H, carries 0.29; number 24, H, carries 0.17; number 25, N, carries -0.36; number 26, C, carries 0.33; number 27, N, carries -0.23; number 28, O, carries -0.68; number 29, H, carries 0.17; number 30, H, carries 0.27; number 31, H, carries 0.19; number 32, H, carries 0.19; number 33, C, carries -0.72; number 34, C, carries 0.04; number 35, O, carries -0.56; number 36, H, carries -0.04; number 37, H, carries 0.41; number 38, H, carries 0.24; number 39, H, carries -0.12; number 40, H, carries 0.35; number 41, H, carries 0.49; number 42, C, carries -0.91; number 43, C, carries 0.68; number 44, O, carries -0.61; number 45, H, carries 0.18; number 46, H, carries 0.39; number 47, H, carries 0.23; number 48, H, carries -0.32; number 49, H, carries 0.13; number 50, H, carries 0.33; number 51, C, carries -0.72; number 52, C, carries -0.35; number 53, O, carries -0.53; number 54, H, carries 0.18; number 55, H, carries 0.11; number 56, H, carries 0.44; number 57, H, carries 0.25; number 58, H, carries 0.39; number 59, H, carries 0.31; number 60, C, carries -0.11; number 61, C, carries 0.24; number 62, O, carries 1.54; number 63, H, carries 0.30; number 64, H, carries -0.21; number 65, H, carries -0.44; number 66, H, carries -0.30; number 67, H, carries 0.34; number 68, H, carries -0.50; number 69, C, carries -0.96; number 70, O, carries -0.25; number 71, H, carries 0.34; number 72, H, carries 0.33; number 73, H, carries 0.35; number 74, H, carries 0.20; number 75, C, carries 0.39; number 76, O, carries -0.75; number 77, H, carries 0.37; number 78, H, carries -0.50; number 79, H, carries -0.08; number 80, H, carries 0.41; number 81, C, carries -0.80; number 82, O, carries -0.56; number 83, H, carries 0.23; number 84, H, carries 0.30; number 85, H, carries 0.27; number 86, H, carries 0.26



Density functional theory data (ωB97M-V with the def2-TZVPD basis set) for C4H5ClN2 in the gas phase.

* max |F|: 0.10985 hartree/bohr
* SMILES string: ClC1=CCNN=C1
* lowest unoccupied orbital energy: 0.2 eV
* electronic energy: -725.003538 hartree
* frontier orbital gap: 0.33507 Eh
* ΔE to the lowest compared entry with this formula, charge and spin: 82.9 kcal per mole
* spin multiplicity: 1
* net charge: 0

Geometry (Å):
Cl (-3.102, -0.180, -0.133)
C (-1.304, 0.079, 0.078)
C (-0.495, 1.114, -0.014)
C (1.077, 0.843, 0.262)
N (1.190, -0.452, -0.548)
N (0.627, -1.584, -0.029)
C (-0.651, -1.251, 0.256)
H (-0.828, 2.050, -0.575)
H (1.570, 1.567, -0.337)
H (1.221, 0.622, 1.323)
H (2.115, -0.619, -0.670)
H (-1.420, -2.188, 0.387)

Cartesian forces (eV/Å) of the 3 atoms listed first:
1.865 1.044 -0.037
-0.104 -2.921 0.243
0.588 2.202 -1.346

Charges obtained by Mulliken population analysis, quoted in units of e: number 1, Cl, carries -0.20; number 2, C, carries 0.40; number 3, C, carries -0.24; number 4, C, carries -0.49; number 5, N, carries -0.20; number 6, N, carries -0.43; number 7, C, carries -0.26; number 8, H, carries 0.26; number 9, H, carries 0.34; number 10, H, carries 0.34; number 11, H, carries 0.22; number 12, H, carries 0.26



Density functional theory data (ωB97M-V with the def2-TZVPD basis set) for a molecular structure, C9H12CoO.

* max |F|: 0.01522 hartree/bohr
* lowest unoccupied orbital energy (alpha / beta): -3.8 / -5.6 eV
* electronic energy: -1807.820037 hartree
* frontier orbital gap (alpha / beta): 0.37544 / 0.32779 Eh
* spin multiplicity: 5
* net charge: +1

Geometry (Å):
Co (-1.007, -0.067, -1.403)
C (2.167, 1.496, -1.159)
C (1.107, 0.731, -0.426)
C (0.027, 1.393, 0.178)
C (-0.990, 0.689, 0.846)
C (-2.122, 1.421, 1.522)
C (-0.934, -0.708, 0.852)
C (0.129, -1.412, 0.250)
C (0.171, -2.916, 0.269)
C (1.132, -0.673, -0.385)
H (1.855, 1.645, -2.194)
H (3.107, 0.948, -1.169)
H (2.329, 2.472, -0.708)
H (-0.019, 2.476, 0.137)
H (-2.940, 1.624, 0.829)
H (-1.777, 2.378, 1.906)
H (-2.522, 0.834, 2.345)
H (-1.718, -1.260, 1.358)
H (-0.383, -3.335, -0.573)
H (-0.273, -3.302, 1.185)
H (1.197, -3.270, 0.196)
H (1.937, -1.197, -0.886)
O (-0.473, 0.033, -2.971)

Cartesian forces (eV/Å) of the 3 atoms listed first:
0.450 -0.059 0.637
-0.063 -0.036 0.021
0.039 0.028 -0.031

Charges obtained by Mulliken population analysis, quoted in units of e: number 1, Co, carries 0.67; number 2, C, carries -1.56; number 3, C, carries 0.73; number 4, C, carries -0.44; number 5, C, carries 0.60; number 6, C, carries -1.47; number 7, C, carries -0.52; number 8, C, carries 0.65; number 9, C, carries -1.52; number 10, C, carries -0.50; number 11, H, carries 0.31; number 12, H, carries 0.41; number 13, H, carries 0.40; number 14, H, carries 0.53; number 15, H, carries 0.29; number 16, H, carries 0.39; number 17, H, carries 0.40; number 18, H, carries 0.54; number 19, H, carries 0.31; number 20, H, carries 0.40; number 21, H, carries 0.40; number 22, H, carries 0.49; number 23, O, carries -0.50



Density functional theory data (ωB97M-V with the def2-TZVPD basis set) for a molecular structure, C6H11ClKO6S.

* max |F|: 0.00666 hartree/bohr
* lowest unoccupied orbital energy: 2.3 eV
* electronic energy: -2145.165162 hartree
* frontier orbital gap: 0.28621 Eh
* ΔE to the lowest compared entry with this formula, charge and spin: 0.0 kcal per mole
* spin multiplicity: 1
* net charge: -1

Geometry (Å):
K (-0.298, 0.559, 0.616)
C (-0.908, -2.501, -1.464)
C (-1.559, -2.669, -0.115)
C (-2.709, -3.643, -0.032)
O (-1.200, -2.043, 0.858)
H (-0.737, -3.473, -1.929)
H (0.024, -1.940, -1.389)
H (-1.596, -1.948, -2.111)
H (-2.436, -4.602, -0.473)
H (-3.544, -3.238, -0.609)
H (-3.020, -3.776, 1.001)
C (3.427, 1.373, -1.500)
S (2.619, 0.035, -0.646)
O (1.374, -0.192, -1.399)
O (3.533, -1.089, -0.688)
O (2.366, 0.558, 0.701)
H (3.630, 1.052, -2.519)
H (4.353, 1.595, -0.974)
H (2.760, 2.232, -1.482)
Cl (0.006, 3.809, 0.232)
C (-0.276, 3.553, 1.994)
C (-1.739, 3.112, 2.310)
O (-2.377, 3.931, 2.981)
O (-2.094, 1.985, 1.881)
H (-0.067, 4.508, 2.462)
H (0.468, 2.813, 2.293)

Cartesian forces (eV/Å) of the 3 atoms listed first:
-0.086 0.022 0.075
-0.034 0.067 0.090
0.105 -0.121 -0.075

Charges obtained by Mulliken population analysis, quoted in units of e: number 1, K, carries 0.91; number 2, C, carries -0.93; number 3, C, carries 0.94; number 4, C, carries -1.21; number 5, O, carries -0.57; number 6, H, carries 0.37; number 7, H, carries 0.16; number 8, H, carries 0.31; number 9, H, carries 0.34; number 10, H, carries 0.30; number 11, H, carries 0.32; number 12, C, carries -0.91; number 13, S, carries 1.29; number 14, O, carries -0.75; number 15, O, carries -0.70; number 16, O, carries -0.76; number 17, H, carries 0.30; number 18, H, carries 0.30; number 19, H, carries 0.24; number 20, Cl, carries -0.24; number 21, C, carries -0.38; number 22, C, carries 0.62; number 23, O, carries -0.69; number 24, O, carries -0.72; number 25, H, carries 0.27; number 26, H, carries 0.18



Density functional theory data (ωB97M-V with the def2-TZVPD basis set) for C3H5NOS in the gas phase.

* max |F|: 0.10073 hartree/bohr
* SMILES string: CN1C=CSO1
* lowest unoccupied orbital energy: 0.6 eV
* electronic energy: -645.340140 hartree
* frontier orbital gap: 0.32183 Eh
* ΔE to the lowest compared entry with this formula, charge and spin: 107.6 kcal per mole
* spin multiplicity: 1
* net charge: 0

Geometry (Å):
C (1.219, 0.838, -0.126)
N (0.507, 0.027, 0.774)
C (-0.249, -1.245, 0.046)
C (-1.451, -0.896, -0.259)
S (-1.947, 0.641, 0.320)
O (-0.571, 0.730, 1.321)
H (0.490, 1.111, -0.952)
H (1.605, 1.791, 0.416)
H (2.147, 0.257, -0.558)
H (0.545, -1.951, -0.162)
H (-2.295, -1.303, -0.820)

Cartesian forces (eV/Å) of the 3 atoms listed first:
1.422 1.298 -1.972
-1.764 -3.589 0.743
4.292 2.573 1.338

Charges obtained by Mulliken population analysis, quoted in units of e: number 1, C, carries -0.61; number 2, N, carries -0.11; number 3, C, carries -0.54; number 4, C, carries 0.03; number 5, S, carries 0.04; number 6, O, carries -0.27; number 7, H, carries 0.29; number 8, H, carries 0.22; number 9, H, carries 0.25; number 10, H, carries 0.36; number 11, H, carries 0.33



Density functional theory data (ωB97M-V with the def2-TZVPD basis set) for a molecular structure, C2H9N5O.

* max |F|: 0.07301 hartree/bohr
* lowest unoccupied orbital energy: 0.8 eV
* electronic energy: -430.490331 hartree
* frontier orbital gap: 0.33225 Eh
* ΔE to the lowest compared entry with this formula, charge and spin: 121.5 kcal per mole
* spin multiplicity: 1
* net charge: 0

Geometry (Å):
C (-1.906, -0.091, -0.896)
N (0.935, -0.390, -0.467)
N (-1.140, 0.484, 0.185)
C (0.192, 0.347, 0.445)
N (0.623, -1.633, -0.778)
N (2.607, -0.533, 0.360)
N (-1.852, 1.428, 0.955)
O (0.699, 0.921, 1.410)
H (2.526, -1.578, 0.473)
H (0.989, -1.811, -1.723)
H (2.406, 0.058, 1.170)
H (3.368, -0.203, -0.218)
H (-1.511, 1.343, 1.913)
H (-1.603, 2.369, 0.647)
H (-2.828, -0.503, -0.487)
H (-1.337, -0.891, -1.363)
H (-2.167, 0.682, -1.626)

Cartesian forces (eV/Å) of the 3 atoms listed first:
-0.166 -0.105 -0.178
-0.761 -2.292 -2.874
0.337 0.008 -0.020

Charges obtained by Mulliken population analysis, quoted in units of e: number 1, C, carries -0.74; number 2, N, carries 0.16; number 3, N, carries 0.34; number 4, C, carries 0.65; number 5, N, carries -0.77; number 6, N, carries -0.62; number 7, N, carries -0.87; number 8, O, carries -0.75; number 9, H, carries 0.38; number 10, H, carries 0.20; number 11, H, carries 0.31; number 12, H, carries 0.27; number 13, H, carries 0.29; number 14, H, carries 0.25; number 15, H, carries 0.27; number 16, H, carries 0.35; number 17, H, carries 0.26